# 1
# C39H48N2O9

A cluster of 2 separate species, C39H48N2O9 in total in a non-equilibrium geometry (ωB97M-V/def2-TZVPD, OMol25).

Last column: Löwdin charge in e.
Atoms and positions in Å:
C 5.94556 2.28418 -1.73927  -0.0680
C 4.79356 2.95001 -1.05850  -0.2214
O 4.01767 1.85979 -0.48866  -0.0432
C 3.01599 2.31707 0.28446  -0.4538
C 2.21524 1.32050 1.01071  -0.0436
C 2.38957 -0.12797 0.88606  -0.4886
O 1.51744 -0.98670 1.09585  -0.0304
O 3.61525 -0.52553 0.51859  -0.0301
C 3.77699 -1.97597 0.51178  -0.2165
C 5.12531 -2.16938 -0.10951  -0.0713
C 1.49778 1.76443 2.17590  -0.1591
C 0.73587 0.88958 3.01597  -0.0365
C 0.14252 1.30580 4.18782  -0.0223
C 0.26375 2.64658 4.63224  -0.2936
O -0.37255 2.97429 5.78660  -0.1129
C -0.27550 4.31457 6.32298  -0.0734
C 0.98590 3.54873 3.81904  -0.0277
C 1.54363 3.11037 2.63343  -0.0292
O 2.82543 3.54107 0.32727  0.0078
H 6.57388 3.01959 -2.25145  0.0820
H 6.55753 1.76551 -0.99127  0.0870
H 5.58691 1.55405 -2.47162  0.0397
H 5.14513 3.61490 -0.26087  0.1276
H 4.16878 3.53102 -1.74800  0.1246
H 3.72542 -2.34216 1.54517  0.1310
H 2.97913 -2.43676 -0.08218  0.1173
H 5.42164 -3.22316 -0.09574  0.0796
H 5.09101 -1.82381 -1.15161  0.0591
H 5.86976 -1.57355 0.43325  0.0879
H 0.62109 -0.14648 2.72850  0.0725
H -0.43456 0.61117 4.79256  0.0945
H -0.87098 4.26504 7.23568  0.0840
H 0.76482 4.57206 6.56376  0.0906
H -0.70168 5.05768 5.63517  0.0881
H 1.09244 4.59658 4.09951  0.0989
H 2.06991 3.83057 2.02860  0.0841
C -6.84737 -3.04595 0.42163  -0.0485
O -6.15166 -3.27097 1.66710  -0.0708
C -4.79255 -3.26826 1.65105  -0.1930
C -3.98035 -3.11653 0.52275  0.0126
C -2.67244 -2.66294 0.68238  -0.2312
C -1.86981 -2.15885 -0.48780  -0.0682
C -1.93008 -0.61826 -0.52987  -0.1258
C -3.31896 -0.02470 -0.79235  -0.3501
O -4.28517 -0.04762 -0.02480  0.0854
N -3.26946 0.61154 -1.99933  -0.0321
C -4.43785 1.20204 -2.60742  -0.0061
C -1.98187 0.56860 -2.67518  -0.4654
C -2.07910 -0.32074 -3.92311  0.0136
C -1.53640 1.96680 -3.11257  0.0153
N -1.15451 -0.01878 -1.61943  0.0705
C 0.17446 -0.17934 -1.65665  0.0455
C 0.97836 0.15644 -2.73419  -0.0425
C 2.35493 0.28026 -2.67953  0.0724
C 3.12753 0.41526 -3.89820  -0.1904
C 4.47780 -0.02067 -3.94523  -0.0354
C 5.22546 0.05379 -5.12176  -0.0623
C 4.65265 0.57731 -6.29124  -0.0644
C 3.31311 0.99336 -6.28071  -0.0710
C 2.56306 0.92254 -5.10599  -0.0167
C -2.09592 -2.60153 1.95205  0.0341
C -2.84913 -2.90862 3.09123  -0.1864
O -2.44666 -2.82758 4.38694  -0.0711
C -1.04617 -2.66918 4.70135  -0.0341
C -4.19723 -3.29822 2.93098  -0.1575
O -4.96605 -3.56427 4.02713  -0.0875
C -5.63166 -2.44312 4.68614  -0.0249
H -7.90708 -3.10260 0.67931  0.0920
H -6.59849 -2.05244 0.01800  0.0925
H -6.59305 -3.82383 -0.31398  0.0898
H -4.40737 -3.23072 -0.47990  0.1153
H -0.81235 -2.44927 -0.38101  0.1250
H -2.24812 -2.56407 -1.44009  0.1253
H -1.56033 -0.24618 0.44400  0.1818
H -5.28389 1.11591 -1.92149  0.0998
H -4.24798 2.25839 -2.82309  0.0925
H -4.67236 0.69648 -3.55214  0.0940
H -2.53340 -1.28931 -3.67572  0.0986
H -2.70374 0.19152 -4.66650  0.0915
H -1.09045 -0.48973 -4.35558  0.0765
H -1.50810 2.65132 -2.25672  0.1148
H -0.54599 1.93191 -3.56811  0.0693
H -2.24777 2.33873 -3.85965  0.0908
H 0.60559 -0.66012 -0.77795  0.1237
H 0.49672 0.28774 -3.70462  0.0714
H 2.89699 0.12240 -1.74539  0.1157
H 4.90117 -0.45759 -3.03372  0.1061
H 6.25527 -0.30982 -5.12944  0.1125
H 5.24032 0.65126 -7.21157  0.1099
H 2.84460 1.36097 -7.19639  0.1082
H 1.52138 1.25685 -5.11394  0.1040
H -1.05109 -2.28479 2.04297  0.1174
H -0.99307 -2.82101 5.78183  0.0943
H -0.42574 -3.41784 4.18440  0.0999
H -0.70063 -1.65546 4.44543  0.0738
H -6.19250 -2.91198 5.49332  0.0887
H -4.88217 -1.74856 5.08115  0.0893
H -6.30297 -1.94361 3.97896  0.0869

Values from the calculation:
M = 688.8 g mol⁻¹
DFT total energy = -62626.0617 eV
gap between HOMO and LUMO = 3.545 eV
charge = 0
HOMO level = -5.57 eV
largest force on an atom = 2.63 eV/A

# 2
# C39H49BF13NO43P2Ta

A structure of composition C39H49BF13NO43P2Ta in a non-equilibrium geometry (ωB97M-V/def2-TZVPD, OMol25).

Last column: Löwdin charge in e.
Atoms and positions in Å:
C 1.16637 0.03082 -0.43863  -0.0456
C 1.84033 1.10169 0.50663  -0.5091
O 2.89399 0.73966 1.09985  -0.0166
N 1.39095 2.45898 0.74401  -0.2661
C -0.01492 2.53859 1.23175  -0.2165
Ta 1.86929 3.86399 -0.84159  1.5649
F 3.25641 2.40990 -1.60933  -0.4785
O 3.46208 4.65435 0.35448  -0.2641
B 4.67408 4.01544 -0.15111  -0.8345
O 5.30465 4.56334 -1.33477  0.0505
O 5.23951 2.87655 0.53131  0.0735
P 0.05371 2.98112 -2.45679  0.5371
P -1.97053 3.63395 -1.85395  0.3397
O -2.87783 2.38334 -1.80261  -0.4372
O -1.97738 4.54306 -0.42288  -0.2900
O -2.56556 4.60721 -3.12949  -0.2681
H 1.39399 0.20583 -1.54239  0.0624
H 0.05531 -0.13064 -0.24671  0.0712
H 1.65284 -0.97456 -0.19606  0.0587
H -0.14353 3.58285 1.68109  0.0746
H -0.80684 2.31138 0.45508  0.0421
H -0.13945 1.82567 2.12589  0.0837
H 2.34598 5.11529 -2.12998  -0.0764
H 0.63449 5.08847 -0.16532  -0.1045
H 5.53500 3.77957 -1.87817  0.0774
H 5.40978 2.16871 -0.11758  0.0799
H -0.07115 1.53790 -2.41850  -0.1415
H -2.89086 4.46154 -0.02181  0.0427
H -2.79279 4.04618 -3.89384  0.0552
C 0.18253 -4.22686 2.67745  -0.0598
C 1.35449 -3.35062 2.36327  -0.3098
O 0.95508 -2.68592 1.18142  0.1124
C -0.40707 -2.60965 1.25128  -0.5119
O -1.07954 -1.88784 0.57750  0.1716
O -0.90905 -3.45536 2.19470  0.0639
F 2.45790 -4.08661 2.08606  0.0741
H 0.21645 -5.18177 2.14573  0.1476
H 0.08275 -4.42319 3.74533  0.1445
H 1.58684 -2.61517 3.13824  0.1845
C -3.67022 -1.32224 2.65164  -0.0579
C -3.36757 -0.85461 4.04153  -0.3156
O -2.69131 0.36870 3.82615  0.1330
C -3.18350 0.85728 2.65160  -0.5193
O -3.04944 1.98508 2.28642  0.1593
O -3.85210 -0.09728 1.95198  0.0957
F -2.52475 -1.71076 4.67381  0.0694
H -2.84143 -1.87584 2.20348  0.1117
H -4.56912 -1.93799 2.60562  0.1454
H -4.25173 -0.68167 4.66214  0.1663
C -4.96989 8.15625 -1.00168  -0.0672
C -6.20519 7.54683 -1.58735  -0.3210
O -5.85260 6.18750 -1.73841  0.1527
C -4.93954 5.93471 -0.76162  -0.5062
O -4.62068 4.83773 -0.41190  0.1500
O -4.44290 7.08523 -0.22673  0.0835
F -6.47251 8.06353 -2.81250  0.0741
H -4.24072 8.44639 -1.76236  0.1442
H -5.18912 9.02330 -0.37767  0.1440
H -7.09162 7.62733 -0.95152  0.1735
C -4.71615 4.39438 3.85924  -0.0534
C -6.20620 4.51936 3.89179  -0.3201
O -6.58218 3.57679 4.87786  0.1399
C -5.52956 3.50742 5.73891  -0.5348
O -5.58591 3.02085 6.82797  0.1544
O -4.40810 4.06185 5.20949  0.0799
F -6.75508 4.15055 2.71008  0.0814
H -4.37383 3.59077 3.20272  0.1224
H -4.22746 5.32252 3.56157  0.1494
H -6.56961 5.51214 4.17290  0.1732
C 5.39428 -2.84759 -0.63734  -0.0499
C 4.15227 -3.44729 -1.21620  -0.3145
O 4.49629 -4.81246 -1.37045  0.1227
C 5.41312 -5.06961 -0.39594  -0.5383
O 5.72908 -6.16799 -0.04721  0.1560
O 5.91820 -3.92476 0.13459  0.0817
F 3.88388 -2.92831 -2.43816  0.0817
H 6.12052 -2.56251 -1.40327  0.1482
H 5.18521 -1.97918 -0.01132  0.1503
H 3.27058 -3.36048 -0.57533  0.1646
C -2.53031 1.97557 7.91952  -0.0581
C -2.29904 0.65496 8.58116  -0.3203
O -0.91667 0.68023 8.87768  0.1353
C -0.60491 1.99624 9.05538  -0.5379
O 0.39629 2.38299 9.57561  0.1681
O -1.58127 2.81269 8.57353  0.0815
F -2.53870 -0.36955 7.72474  0.0710
H -2.31612 1.95145 6.84750  0.1522
H -3.54605 2.34395 8.06547  0.1266
H -2.86985 0.50814 9.50290  0.1724
C 4.63380 -8.25538 -2.81425  -0.0521
C 3.79167 -7.55485 -3.83241  -0.3119
O 3.50482 -8.57590 -4.76912  0.0876
C 3.51577 -9.73736 -4.05639  -0.5310
O 3.05694 -10.76722 -4.44962  0.1660
O 4.10551 -9.57750 -2.84217  0.0894
F 4.49414 -6.57765 -4.46037  0.0781
H 5.69193 -8.28133 -3.08816  0.1500
H 4.53931 -7.81434 -1.82135  0.1311
H 2.85809 -7.14407 -3.43929  0.1734
C 4.92626 -8.88859 -7.67946  -0.0675
C 6.08101 -8.19686 -7.02646  -0.3169
O 7.09056 -8.25392 -8.01652  0.1390
C 6.43314 -8.26772 -9.21011  -0.5390
O 6.94902 -8.04500 -10.26225  0.1674
O 5.11289 -8.55962 -9.05263  0.0799
F 6.50681 -8.88002 -5.93347  0.0741
H 4.96321 -9.97497 -7.55812  0.1551
H 3.96504 -8.52747 -7.31555  0.1025
H 5.88817 -7.15460 -6.75807  0.1733
C 4.77895 3.31892 -5.64618  -0.0735
C 3.72828 3.39473 -6.71077  -0.3296
O 2.52369 3.35754 -5.97640  0.1348
C 2.81505 3.91782 -4.76443  -0.5407
O 1.99748 4.29796 -3.98699  -0.0528
O 4.16096 3.99314 -4.55964  0.0686
F 3.77453 2.30718 -7.52308  0.0646
H 5.00678 2.29010 -5.35345  0.1466
H 5.70574 3.81429 -5.93864  0.1391
H 3.76322 4.30705 -7.31325  0.1721
C 0.25187 9.63404 -0.15533  -0.0565
C -0.80416 9.71310 -1.20879  -0.3283
O -2.00397 9.66640 -0.46320  0.1210
C -1.70336 10.21979 0.74739  -0.5340
O -2.52014 10.59276 1.53428  0.1607
O -0.35851 10.30128 0.94388  0.0783
F -0.76056 8.63587 -2.02167  0.0909
H 0.48610 8.60494 0.13027  0.1549
H 1.17379 10.13350 -0.45393  0.1442
H -0.77624 10.62888 -1.80662  0.1730
C 0.13097 -6.74723 -7.21556  -0.0584
C 0.99490 -7.82487 -6.63821  -0.2988
O 1.04902 -7.49392 -5.26569  0.1146
C -0.12522 -6.85330 -4.99828  -0.5261
O -0.54962 -6.66626 -3.90136  0.1843
O -0.75500 -6.46166 -6.14037  0.0846
F 2.25259 -7.76832 -7.14489  0.0544
H 0.69581 -5.84632 -7.47023  0.1512
H -0.41637 -7.07930 -8.09815  0.1443
H 0.59404 -8.83515 -6.75673  0.1838
C -6.15131 -2.31283 10.29082  -0.0683
C -5.38511 -3.41178 9.62168  -0.3233
O -5.49923 -3.09294 8.24962  0.1419
C -5.62193 -1.73665 8.19791  -0.5333
O -5.47335 -1.08688 7.20781  0.1702
O -5.92884 -1.21272 9.41757  0.0727
F -5.96964 -4.61614 9.83654  0.0743
H -7.22307 -2.52139 10.34691  0.1472
H -5.78260 -2.09821 11.29436  0.1421
H -4.32881 -3.45891 9.90101  0.1767

Values from the calculation:
M = 1720.5 g mol⁻¹
DFT total energy = -186909.6245 eV
gap between HOMO and LUMO = 6.361 eV
charge = -1
HOMO level = -4.89 eV
largest force on an atom = 4.54 eV/A